[1]
An isolated molecule of C5H7NO. Source: OMol25; level of theory: ωB97M-V/def2-TZVPD.

Element x y z (Å)
O 2.33 -1.40 -0.40
C 1.18 -0.87 0.11
C 0.03 1.79 0.18
C -1.23 1.09 0.09
C -1.30 -0.43 -0.09
C 0.01 -1.06 -0.49
N -0.49 1.62 1.31
H 3.08 -1.09 0.12
H 1.29 -0.30 1.03
H 0.95 2.18 -0.24
H -2.13 1.64 -0.18
H -2.03 -0.63 -0.88
H -1.73 -0.86 0.82
H 0.02 -1.69 -1.38

Summary:
LUMO (eV): 0.769
Structure (SMILES): O/C=C/C[C@@H]1C=N1
HOMO (eV): -8.79
Frontier orbital gap (eV): 9.6
Electronic energy (eV): -8833.053
ΔE to the lowest compared entry with this formula, charge and spin (kcal/mol): 72.6



[2]
An isolated molecule of C5H7NO in a non-equilibrium geometry. Source: OMol25; level of theory: ωB97M-V/def2-TZVPD.

Element x y z (Å)
C -0.56 0.88 1.52
C -0.19 0.81 0.04
C -0.09 -0.63 -0.51
C 0.44 -0.62 -1.95
O 1.27 -1.36 -2.38
C 0.68 -1.52 0.35
N 1.27 -2.19 1.09
H -1.49 0.34 1.73
H -0.70 1.92 1.82
H 0.22 0.44 2.15
H -0.93 1.35 -0.56
H 0.78 1.31 -0.11
H -1.11 -1.05 -0.58
H -0.05 0.15 -2.58

Summary:
LUMO (eV): 0.669
Structure (SMILES): CC[C@H](C#N)C=O
HOMO (eV): -10.57
Frontier orbital gap (eV): 11.2
Electronic energy (eV): -8835.301
ΔE to the lowest compared entry with this formula, charge and spin (kcal/mol): 20.8



[3]
An isolated molecule of C5H7NO. Source: OMol25; level of theory: ωB97M-V/def2-TZVPD.

Element x y z (Å)
C 0.65 0.35 -1.58
C 0.51 0.41 -0.08
C 1.42 1.16 0.76
O 1.39 1.20 1.98
C -1.27 -0.58 1.64
C -0.48 -0.20 0.62
N -1.59 -1.12 0.25
H 0.95 1.32 -1.98
H -0.30 0.08 -2.06
H 1.40 -0.38 -1.90
H 2.19 1.74 0.20
H -1.12 -1.23 2.49
H -1.30 -2.05 -0.08
H -2.43 -0.78 -0.21

Summary:
LUMO (eV): 0.379
Structure (SMILES): C/C(=C/[O-])C1=C[NH2+]1
HOMO (eV): -7.49
Frontier orbital gap (eV): 7.9
Electronic energy (eV): -8832.099
ΔE to the lowest compared entry with this formula, charge and spin (kcal/mol): 94.6



[4]
A structure of composition C5H7NO. Source: OMol25; level of theory: ωB97M-V/def2-TZVPD.

Element x y z (Å)
C 0.42 0.19 -1.86
C -0.17 0.31 -0.50
C 0.11 -0.40 0.68
N 1.20 -1.31 0.79
C -0.73 0.17 1.82
C -1.46 1.08 1.10
O -1.11 1.19 -0.25
H 1.19 0.96 -2.02
H 0.89 -0.79 -1.96
H -0.34 0.31 -2.64
H 1.12 -1.78 1.69
H 2.06 -0.78 0.83
H -0.93 -0.93 0.93
H -2.23 1.78 1.38

Summary:
LUMO (eV): 0.606
HOMO (eV): -8.50
Frontier orbital gap (eV): 9.1
Electronic energy (eV): -8831.717
ΔE to the lowest compared entry with this formula, charge and spin (kcal/mol): 103.5



[5]
A cluster of 3 separate species, C5H7NO in total. Source: OMol25; level of theory: ωB97M-V/def2-TZVPD.

Element x y z (Å)
C -1.85 0.28 -0.05
C -0.36 0.10 -0.02
C 0.60 0.89 0.63
C 1.81 0.22 0.51
N 1.72 -0.96 -0.14
C 0.29 -1.27 0.03
O -0.19 -2.34 0.19
H -2.12 1.34 -0.07
H -2.28 -0.17 0.85
H -2.29 -0.22 -0.91
H 0.28 0.04 -1.41
H 0.45 1.89 1.03
H 2.79 0.63 0.75
H 1.16 -0.43 -1.39

Summary:
LUMO (eV): -0.221
HOMO (eV): -9.90
Frontier orbital gap (eV): 9.7
Electronic energy (eV): -8832.364
ΔE to the lowest compared entry with this formula, charge and spin (kcal/mol): 88.5



[6]
An isolated molecule of C5H7NO. Source: OMol25; level of theory: ωB97M-V/def2-TZVPD.

Element x y z (Å)
C 0.43 2.00 -1.33
N 0.97 0.88 -0.87
C 0.13 -0.03 -0.35
C -0.51 -0.03 1.04
C -1.15 -1.38 0.68
C 0.35 -1.39 0.27
O 0.66 -0.76 1.58
H 0.96 2.93 -1.40
H -0.59 1.92 -1.66
H 1.99 0.72 -0.98
H -0.89 0.78 1.65
H -1.90 -1.37 -0.12
H -1.41 -2.01 1.53
H 0.95 -2.25 -0.04

Summary:
LUMO (alpha / beta) (eV): 0.512 / 0.837
HOMO (alpha / beta) (eV): -7.06 / -7.30
Frontier orbital gap (alpha / beta) (eV): 7.6 / 8.1
Electronic energy (eV): -8829.830
ΔE to the lowest compared entry with this formula, charge and spin (kcal/mol): 147.0